# C22H36BF2N4O6PPbS

A structure of composition C22H36BF2N4O6PPbS (ωB97M-V with the def2-TZVPD basis set, OMol25).

```
74
Properties=species:S:1:pos:R:3:forces:R:3:mulliken_charge:R:1
Pb 0.858385 -0.359203 0.666215 0.0 0.0 0.1 0.900
N 4.782795 3.517334 1.893990 0.0 0.0 0.0 -0.573
C 3.702727 3.657499 1.001204 0.1 0.1 -0.1 0.151
S 4.019903 4.662676 -0.381084 0.0 -0.1 -0.1 -0.560
N 2.633004 3.052723 1.396870 0.0 -0.1 0.1 -0.717
N 1.518317 3.059786 0.579525 0.0 0.0 -0.1 0.899
C 0.433621 3.052760 1.245968 0.0 -0.1 0.0 -1.302
C -0.920218 2.941653 0.654588 -0.1 0.2 0.0 0.545
C -1.835562 3.933566 1.008054 0.0 0.0 0.0 -0.441
C -3.136757 3.962313 0.533671 0.0 0.0 0.0 -0.655
C -3.545932 2.939787 -0.318774 0.0 0.0 0.0 -0.630
C -2.676003 1.922580 -0.652483 0.0 0.0 0.0 -0.322
C -1.347707 1.867195 -0.167507 0.0 0.0 0.0 0.085
O -0.599889 0.856631 -0.521252 0.0 -0.1 -0.1 0.090
H 5.662830 3.624502 1.414184 0.0 0.0 0.0 0.224
H 4.707565 2.662339 2.429608 0.0 0.0 0.0 0.248
H 0.482471 3.151234 2.336193 0.0 0.0 0.0 0.210
H -1.490854 4.721690 1.671256 0.0 0.0 0.0 0.426
H -3.813164 4.758393 0.820355 0.0 0.0 0.0 0.350
H -4.557356 2.928448 -0.712789 0.0 0.0 0.0 0.370
H -2.992638 1.107286 -1.292023 0.0 0.0 0.0 0.381
O 2.459034 0.560855 -1.249535 0.0 0.0 -0.1 -0.777
C 2.292215 1.268898 -2.243296 0.1 0.0 0.1 0.480
C 1.086216 1.126081 -3.142686 0.0 0.0 0.0 -0.157
C 0.178140 2.363253 -3.050977 0.0 0.0 0.0 0.171
C 0.581624 3.516005 -3.962633 0.0 0.0 0.0 -1.219
C 1.919324 4.142393 -3.587902 0.0 0.0 0.0 -0.385
C 3.087114 3.161199 -3.653831 0.0 0.0 0.0 -0.931
N 3.193720 2.226990 -2.549185 0.0 0.1 0.1 -0.081
H 0.543857 0.244117 -2.814611 0.0 0.0 0.0 -0.520
H 1.409759 0.969177 -4.178945 0.0 0.0 0.0 0.676
H 0.172402 2.710873 -2.017140 0.0 0.0 0.0 -0.216
H -0.845885 2.055452 -3.273069 0.0 0.0 0.0 0.420
H -0.196763 4.284154 -3.924617 0.0 0.0 0.0 0.401
H 0.623072 3.162777 -5.003626 0.0 0.0 0.0 0.369
H 1.884362 4.551309 -2.574738 0.0 0.0 0.0 0.224
H 2.136990 4.971958 -4.270830 0.0 0.0 0.0 0.393
H 4.023277 3.721225 -3.651575 0.0 0.0 0.0 0.444
H 3.051442 2.603673 -4.597830 0.0 0.0 0.0 0.304
H 3.700429 2.594859 -1.741156 0.0 -0.1 -0.1 0.078
F -0.084896 -2.197350 -2.089651 0.0 0.0 0.0 -0.264
B 0.720892 -2.136948 -1.005720 0.0 0.0 0.0 0.176
F 1.585635 -3.173812 -0.991793 0.0 0.0 0.0 -0.161
C -2.992770 -3.878162 -1.344335 0.0 0.0 0.0 -1.839
C -3.039431 -3.112883 -0.027150 0.0 0.0 0.0 1.842
C -3.170978 -1.617273 -0.294574 0.0 0.0 0.0 -1.474
C -4.192851 -3.617548 0.835789 0.0 0.0 0.0 -1.880
O -1.784974 -3.427634 0.605062 0.0 0.0 0.0 -0.381
P -1.292199 -2.791279 2.008551 0.0 0.0 0.0 0.475
O -2.116851 -3.253596 3.154790 0.0 0.0 0.0 -0.855
O -1.068632 -1.310697 1.839370 0.0 0.0 0.0 -0.472
O 0.159944 -3.517878 1.971842 0.0 0.0 0.0 0.131
C 0.927194 -3.808445 3.148319 0.0 0.0 0.0 1.681
C 0.375667 -5.072426 3.801769 0.0 0.0 0.0 -1.777
C 0.911170 -2.639025 4.128951 0.0 0.0 0.0 -1.418
C 2.340051 -4.041535 2.629065 0.0 0.0 0.0 -1.585
H -3.924684 -3.734967 -1.896828 0.0 0.0 0.0 0.387
H -2.855957 -4.943895 -1.150151 0.0 0.0 0.0 0.441
H -2.160759 -3.522231 -1.950682 0.0 0.0 0.0 0.237
H -4.060529 -1.440154 -0.906751 0.0 0.0 0.0 0.547
H -2.294085 -1.239348 -0.821111 0.0 0.0 0.0 0.068
H -3.261148 -1.049781 0.630572 0.0 0.0 0.0 0.450
H -5.140763 -3.437933 0.321294 0.0 0.0 0.0 0.416
H -4.200906 -3.113207 1.801024 0.0 0.0 0.0 0.391
H -4.083596 -4.688485 1.018700 0.0 0.0 0.0 0.384
H -0.657879 -4.904764 4.101961 0.0 0.0 0.0 0.299
H 0.976902 -5.340539 4.675242 0.0 0.0 0.0 0.456
H 0.405416 -5.897669 3.087161 0.0 0.0 0.0 0.354
H -0.098938 -2.464990 4.500187 0.0 0.0 0.0 0.339
H 1.262450 -1.727732 3.642484 0.0 0.0 0.0 0.224
H 1.569106 -2.861593 4.972958 0.0 0.0 0.0 0.461
H 2.335456 -4.838135 1.883914 0.0 0.0 0.0 0.352
H 3.007676 -4.318830 3.448561 0.0 0.0 0.0 0.415
H 2.719376 -3.135732 2.153586 0.0 0.0 0.0 0.226
```
Forces are in eV/Å.

Calculated values
frontier orbital gap = 6.575 eV
M = 771.601 g mol⁻¹
highest occupied orbital energy = -1.929 eV
total charge = -2

# C44H121N11O11

A cluster of 11 separate species, C44H121N11O11 in total (ωB97M-V with the def2-TZVPD basis set, OMol25).

```
187
Properties=species:S:1:pos:R:3:forces:R:3:mulliken_charge:R:1
C 12.751130 -23.941020 -26.018640 0.3 -0.6 -0.7 -1.454
C 11.587640 -24.664090 -25.346990 -0.2 -0.2 -0.5 0.361
C 11.347970 -26.177710 -25.685920 -0.3 1.3 -1.6 -0.355
O 11.206980 -26.327590 -27.162640 0.0 1.0 2.0 -0.453
C 10.561330 -27.498940 -27.531110 0.3 -1.3 -0.9 -0.346
N 11.817860 -24.600450 -23.913360 0.2 -0.3 0.3 -0.740
H 13.704760 -24.394250 -25.747930 0.1 -0.2 0.0 0.339
H 12.795230 -22.921040 -25.636820 -0.2 0.1 -0.1 0.435
H 12.704070 -23.923570 -27.107480 -0.1 0.1 0.0 0.309
H 10.715350 -24.047200 -25.563010 -0.4 -0.4 -0.1 0.231
H 10.454380 -26.558780 -25.191560 -0.3 0.3 -0.1 0.195
H 12.150350 -26.777840 -25.256820 0.5 -0.1 -0.5 0.247
H 10.582240 -27.631300 -28.612840 0.8 0.3 -0.3 0.246
H 9.486550 -27.636910 -27.413120 -0.3 0.6 1.2 -0.001
H 11.095630 -28.343230 -27.095470 -0.2 -0.4 0.1 0.398
H 12.143460 -23.659550 -23.743640 -0.4 0.5 0.4 0.287
H 12.705100 -25.077950 -23.843400 0.3 -0.6 0.7 0.310
C 6.592830 -30.830580 -28.098920 1.1 0.1 -0.5 -0.837
C 6.234170 -29.689180 -29.036470 -0.9 -0.3 -0.3 1.114
C 6.250780 -30.098090 -30.534680 0.5 0.0 0.1 -0.704
O 7.529500 -30.486250 -31.079140 -1.1 -0.4 1.0 0.861
C 8.462060 -29.465030 -31.293000 -0.2 -0.4 -0.7 -0.070
N 4.883430 -29.303670 -28.656220 -0.6 0.2 -0.9 -0.324
H 5.931400 -31.694750 -28.160640 -0.2 0.1 -0.5 0.018
H 6.573320 -30.555230 -27.044450 0.2 0.3 0.0 0.366
H 7.589400 -31.134620 -28.419090 0.2 -0.4 0.5 -0.065
H 6.879850 -28.813140 -28.975340 0.7 -0.1 0.4 0.022
H 5.893720 -29.281470 -31.162180 -0.3 0.4 0.1 0.106
H 5.551690 -30.919250 -30.693020 0.3 -0.2 0.0 -0.639
H 8.054840 -28.704100 -31.958760 -0.3 0.5 0.2 -0.116
H 9.221250 -29.949770 -31.906800 0.5 0.1 0.3 -0.232
H 8.867990 -29.035670 -30.377040 0.1 0.1 0.0 0.148
H 4.842500 -28.957830 -27.708160 0.2 -0.3 0.2 0.275
H 4.541040 -28.553540 -29.239460 -0.1 0.2 -0.2 0.255
C 9.797150 -30.640560 -21.012010 -0.4 -2.2 0.5 -1.568
C 9.665520 -29.576130 -22.013610 1.3 0.4 -1.5 0.384
C 8.988630 -29.971640 -23.311990 0.7 -2.0 -1.6 0.394
O 9.777690 -30.961250 -24.004030 0.4 -0.7 -0.9 -0.413
C 9.259790 -31.362470 -25.289760 -0.2 0.1 0.9 -0.593
N 8.956560 -28.519470 -21.435720 -0.8 1.9 1.0 -0.652
H 10.044410 -30.316640 -20.001050 0.3 0.4 -0.3 0.399
H 10.481930 -31.419310 -21.347760 0.1 0.0 0.1 0.302
H 8.827390 -31.128780 -20.915550 -0.3 -0.2 0.1 0.347
H 10.680690 -29.259570 -22.253040 0.1 0.4 -0.2 0.253
H 8.887590 -29.245940 -24.119000 -0.4 1.1 0.9 -0.380
H 8.033190 -30.452090 -23.101240 -0.5 0.3 0.1 0.170
H 9.908510 -32.121040 -25.727760 -0.1 -0.2 0.5 0.252
H 9.170630 -30.614070 -26.077200 0.4 0.9 0.3 0.117
H 8.232800 -31.713300 -25.188250 -0.1 -0.5 0.1 0.431
H 8.030300 -28.852000 -21.208620 -0.3 0.2 0.1 0.335
H 8.847730 -27.749690 -22.080470 -0.1 0.0 0.0 0.223
C -0.529210 -34.417340 -30.601230 -0.2 1.0 -0.4 -1.310
C 0.693400 -35.263980 -30.840270 0.7 0.9 0.9 0.462
C 1.941160 -34.720430 -30.135550 -0.4 2.2 -0.1 -0.769
O 2.202020 -33.378760 -30.581330 1.2 0.0 0.1 -0.221
C 3.375130 -32.820790 -29.979560 -0.2 0.2 0.1 -0.639
N 0.446140 -36.509230 -30.201120 -0.2 -1.9 0.1 -0.753
H -1.353530 -34.796970 -31.204950 0.0 0.1 0.0 0.364
H -0.343440 -33.369240 -30.835930 0.0 0.0 -0.4 0.285
H -0.859460 -34.383080 -29.563040 0.2 -0.4 0.2 0.314
H 0.857720 -35.377060 -31.911860 0.1 -0.1 0.0 0.299
H 2.826000 -35.355870 -30.172310 0.1 -0.2 -0.6 0.387
H 1.729620 -34.595510 -29.073590 -0.3 -0.4 0.4 0.317
H 4.298390 -33.347960 -30.219950 0.0 -0.3 -0.4 0.380
H 3.359850 -32.758740 -28.891440 -0.5 -0.4 0.4 0.436
H 3.495770 -31.772570 -30.253020 -0.2 -0.1 -0.5 -0.199
H 1.304560 -37.041300 -30.211940 0.1 -0.5 -0.1 0.294
H 0.295420 -36.323030 -29.219940 -0.3 0.0 0.2 0.311
C 7.084000 -27.614100 -25.850950 -0.5 0.6 0.3 -0.161
C 6.069270 -27.231710 -24.769110 -0.1 0.3 0.0 -0.088
C 4.851570 -28.177440 -24.757820 0.6 0.3 0.6 -1.260
O 4.232200 -28.378460 -26.017040 0.5 -1.0 0.4 -0.403
C 3.661240 -27.234720 -26.586070 -0.2 0.6 0.4 -0.834
N 6.707060 -27.201680 -23.421090 -0.6 -0.7 -0.9 -0.432
H 7.507670 -28.603430 -25.678230 0.1 0.1 0.0 -0.209
H 7.835700 -26.825140 -25.875100 0.4 -0.3 0.1 0.504
H 6.627660 -27.565830 -26.839640 -0.2 -0.3 0.0 0.202
H 5.696810 -26.233060 -24.997310 0.0 0.3 -0.2 0.272
H 4.101400 -27.847710 -24.039050 -0.2 0.4 0.1 0.511
H 5.235970 -29.093240 -24.308760 -0.2 -0.6 -0.7 0.280
H 3.008390 -26.767740 -25.848640 -0.1 0.3 0.0 0.380
H 3.042890 -27.477390 -27.450290 0.2 -0.4 0.1 0.228
H 4.439740 -26.538120 -26.897170 0.0 0.3 -0.1 0.304
H 7.525730 -26.610340 -23.434730 0.0 0.2 -0.1 0.279
H 6.054180 -26.814160 -22.755000 0.0 0.1 0.2 0.225
C 10.505860 -29.394280 -35.157730 -1.2 0.7 0.3 -1.258
C 9.205410 -28.899290 -35.805460 0.5 -1.2 -0.1 -0.085
C 8.017100 -29.761400 -35.307860 -0.4 0.2 0.6 1.205
O 7.991160 -31.183020 -35.543270 1.1 1.3 -1.7 0.085
C 7.882060 -31.462400 -36.946190 1.0 -0.1 -0.2 -1.008
N 9.056500 -27.479390 -35.554710 0.1 -0.4 0.3 -0.588
H 10.633320 -30.419860 -35.504210 0.9 0.2 0.1 0.327
H 10.362370 -29.378610 -34.077330 -0.2 -0.4 0.3 0.115
H 11.264940 -28.621010 -35.275840 0.5 -0.6 -0.8 0.453
H 9.314530 -29.055730 -36.878640 -0.1 0.1 -0.2 0.340
H 7.088870 -29.303030 -35.649010 -0.2 -0.1 -0.4 -0.338
H 7.950330 -29.702430 -34.221510 0.3 0.2 0.3 -0.506
H 7.969690 -32.538020 -37.099410 -0.6 0.0 0.3 0.337
H 8.735410 -31.088790 -37.512150 0.3 0.3 0.2 0.361
H 7.013320 -31.013720 -37.427930 -0.4 -0.2 0.3 0.268
H 8.110870 -27.170920 -35.729990 -0.2 0.1 -0.1 0.113
H 9.214390 -27.376380 -34.562460 0.0 0.4 0.3 0.350
C 8.902350 -34.026530 -28.584170 -1.0 0.4 0.0 -1.154
C 9.233350 -34.366860 -30.046840 -0.3 1.0 1.5 0.429
C 8.816990 -33.306200 -31.053510 -1.2 -1.2 -0.2 0.599
O 9.080940 -33.893620 -32.362560 0.3 1.5 0.9 -0.537
C 8.926510 -32.930140 -33.397100 -1.1 -0.7 -0.6 -0.405
N 10.632040 -34.572260 -30.121970 1.2 -1.0 -0.8 -0.798
H 7.814450 -34.057050 -28.523770 -0.2 0.3 0.4 0.506
H 9.245600 -33.062390 -28.209060 0.0 0.5 -0.5 -0.139
H 9.280640 -34.687920 -27.804710 0.2 -0.7 -0.6 0.384
H 8.603960 -35.230250 -30.262520 0.5 -0.5 -0.3 0.347
H 9.251950 -32.318920 -30.897970 0.5 -0.1 -0.2 -0.505
H 7.743270 -33.189450 -30.906580 -0.4 0.3 -0.5 0.038
H 7.916000 -32.521510 -33.394830 0.0 0.3 0.4 0.127
H 8.928010 -33.456520 -34.351570 0.5 -0.2 0.0 0.244
H 9.653970 -32.120750 -33.458670 0.3 0.0 0.5 0.157
H 11.088400 -33.747670 -29.758810 0.1 0.1 0.3 0.189
H 10.828070 -34.498730 -31.110030 0.5 -0.5 -0.4 0.434
C 13.164440 -32.690520 -25.805870 0.2 -0.2 -0.1 -1.251
C 13.227190 -33.084530 -27.292990 -0.9 0.9 -1.2 0.411
C 12.367770 -32.021010 -28.054960 0.1 -0.3 0.1 -0.631
O 12.095900 -32.169680 -29.477550 1.8 -0.3 1.1 -0.532
C 11.747060 -30.968040 -30.135800 -0.9 -0.6 0.7 -0.497
N 14.622990 -33.049180 -27.716520 0.2 0.0 0.2 -0.729
H 13.634280 -33.494130 -25.238810 0.0 0.1 0.2 0.361
H 12.188970 -32.479840 -25.367480 -0.3 -0.4 -0.3 0.237
H 13.733590 -31.774390 -25.648150 0.2 -0.1 -0.1 0.341
H 12.808240 -34.068690 -27.502770 -0.3 -0.1 0.3 0.408
H 12.907080 -31.099440 -27.835990 -0.2 0.5 -0.3 0.633
H 11.395500 -32.032880 -27.562360 -0.1 0.3 0.1 -0.002
H 12.523210 -30.205730 -30.203520 0.3 -0.2 -0.1 0.398
H 10.919990 -30.554270 -29.558870 -0.3 0.5 -0.1 0.110
H 11.352440 -31.294850 -31.097860 0.3 0.3 -0.2 0.160
H 14.751660 -32.896670 -28.706610 -0.3 -0.1 -0.1 0.242
H 15.023770 -33.950220 -27.498340 0.3 0.0 -0.1 0.277
C 6.573210 -26.052360 -38.148890 0.8 -0.5 1.5 -1.519
C 5.334250 -26.773610 -37.555020 1.0 -0.2 -1.6 1.026
C 5.102520 -26.533550 -36.076120 -0.3 -0.1 0.6 -1.020
O 6.155060 -27.033900 -35.313110 1.2 0.0 0.7 -0.292
C 6.039260 -26.754910 -33.903060 -0.1 0.1 -1.2 -0.461
N 4.169480 -26.332830 -38.290800 -1.0 0.6 0.3 -0.752
H 7.539630 -26.409660 -37.793250 0.0 -0.4 0.6 0.270
H 6.566470 -25.020210 -37.798590 -0.1 0.4 -0.8 0.317
H 6.722890 -26.253870 -39.209590 -0.8 0.6 -0.2 0.442
H 5.461180 -27.805320 -37.883000 0.0 -0.5 0.9 -0.005
H 4.204550 -26.939740 -35.610540 -0.6 -0.5 -0.8 0.304
H 4.955900 -25.471120 -35.881610 0.4 0.6 -0.2 0.481
H 6.982990 -27.025820 -33.429690 -0.2 -0.3 -0.1 -0.040
H 5.181550 -27.306460 -33.518070 0.1 -0.1 0.3 -0.036
H 5.878540 -25.687560 -33.751280 -0.1 0.1 0.1 0.469
H 4.388700 -26.251300 -39.273340 0.1 -0.3 -0.2 0.304
H 4.030750 -25.368450 -38.024670 -0.4 0.4 0.1 0.295
C 0.596080 -26.002790 -33.031960 1.3 -0.1 0.9 -1.480
C 2.056780 -25.816360 -32.435070 -1.0 -0.5 -1.5 -0.170
C 2.710440 -27.186850 -32.069390 -2.3 0.1 0.1 0.094
O 1.786110 -27.792010 -31.143110 1.0 -0.9 0.8 -0.446
C 2.025390 -29.206240 -30.934380 -0.6 0.1 0.0 -0.302
N 2.858150 -25.106900 -33.460170 0.2 0.3 0.3 -0.530
H -0.033120 -26.453270 -32.264300 -0.2 -0.1 -0.4 0.359
H 0.677060 -26.592490 -33.945080 -0.1 -0.5 0.2 0.351
H 0.189580 -25.048330 -33.366410 0.0 0.2 0.4 0.428
H 1.959840 -25.196200 -31.543950 0.3 0.0 0.1 0.412
H 3.719910 -27.098510 -31.667800 0.1 0.0 0.0 0.401
H 2.634190 -27.882030 -32.905460 0.8 0.3 -0.7 -0.167
H 2.937100 -29.527040 -30.430420 0.5 0.8 0.0 -0.233
H 1.974730 -29.776500 -31.861920 0.0 0.2 -0.4 0.389
H 1.249360 -29.612780 -30.285840 -0.3 0.4 -0.1 0.411
H 2.541170 -24.148390 -33.490090 0.2 0.5 0.7 0.283
H 2.523940 -25.341250 -34.384010 0.1 -1.0 -0.3 0.229
C 4.605830 -30.450740 -33.605610 -0.4 0.0 -1.1 0.855
C 4.550580 -31.531680 -34.725990 -0.5 -0.3 -0.4 -0.176
C 4.263940 -31.051510 -36.219920 -0.2 0.5 1.6 -0.234
O 4.153060 -32.086020 -37.189140 -0.5 -0.1 -0.2 -0.362
C 2.829710 -32.659150 -37.310680 0.0 1.5 1.5 -0.741
N 5.729950 -32.352880 -34.693810 0.0 -0.4 0.4 -0.374
H 4.430850 -30.886860 -32.622110 0.4 -0.3 -0.2 -0.310
H 3.793640 -29.731000 -33.707690 -0.1 0.2 -0.3 -0.041
H 5.539680 -29.888890 -33.623660 0.1 -0.1 0.1 -0.384
H 3.760070 -32.207370 -34.399450 -0.5 0.1 -0.3 0.516
H 5.066110 -30.377210 -36.519790 0.4 -0.3 -0.2 -0.476
H 3.414430 -30.369990 -36.175550 -0.7 -0.2 -0.4 0.569
H 2.518360 -32.949550 -36.307280 0.1 -1.2 0.0 0.288
H 2.714940 -33.394940 -38.106630 0.6 -0.1 0.4 0.284
H 2.068990 -31.891750 -37.453870 0.1 0.6 -0.8 0.306
H 6.521350 -31.826730 -35.035790 0.1 -0.1 0.2 0.140
H 5.601790 -33.115100 -35.343970 0.0 -0.2 -0.1 0.358
```
Forces are in eV/Å.

Calculated values
frontier orbital gap = 8.660 eV
M = 980.518 g mol⁻¹
highest occupied orbital energy = -8.383 eV
total charge = 0

F_max list, top to bottom, in eV/A: 0.2 2.7